Entry 1:
Density functional theory data (the ωB97M-V functional and the def2-TZVPD basis) for a single C4H9NO molecule.

```
15
Properties=species:S:1:pos:R:3:nbo_charge:R:1
C 2.198 0.792 0.596 -0.611
C 1.392 0.065 -0.474 -0.228
N -0.035 0.095 -0.207 -0.512
C -0.593 -1.009 0.042 0.410
O -1.917 -1.174 0.169 -0.498
C -2.717 -0.039 -0.155 -0.265
H 1.758 1.768 0.820 0.214
H 2.232 0.215 1.525 0.203
H 3.228 0.951 0.261 0.208
H 1.769 -0.966 -0.586 0.162
H 1.540 0.558 -1.442 0.193
H -0.082 -1.971 0.162 0.145
H -3.705 -0.428 -0.407 0.190
H -2.284 0.500 -1.002 0.202
H -2.786 0.643 0.698 0.186
```

Calculated values
orbital gap	0.3959	hartree
ΔE to the lowest compared entry with this formula, charge and spin	141.69	kJ/mol
HOMO energy	-9.651	eV
spin multiplicity	1
LUMO energy	1.12	eV
SMILES	CC/N=C/OC
total charge	0



Entry 2:
Density functional theory data (the ωB97M-V functional and the def2-TZVPD basis) for a single C4H9NO molecule at a distorted geometry.

```
15
Properties=species:S:1:pos:R:3:nbo_charge:R:1
C 0.766 1.572 0.000 -0.658
C 0.543 0.108 -0.113 0.032
C -0.732 -0.560 -1.209 0.027
O -1.087 -1.874 -1.211 -0.697
C 0.701 -0.742 1.040 -0.281
N -0.701 -0.444 0.884 -0.629
H 0.713 1.939 1.020 0.206
H 1.758 1.807 -0.354 0.227
H 0.105 2.191 -0.594 0.221
H -1.587 0.104 -1.311 0.159
H -0.078 -0.413 -2.028 0.161
H -1.537 -2.011 -0.364 0.482
H 1.145 -0.281 1.908 0.202
H 0.939 -1.792 0.937 0.204
H -0.947 0.394 1.396 0.343
```

Calculated values
orbital gap	0.3480	hartree
ΔE to the lowest compared entry with this formula, charge and spin	485.49	kJ/mol
HOMO energy	-8.481	eV
spin multiplicity	1
LUMO energy	0.99	eV
SMILES	C[C@@]1(CO)CN1
total charge	0



Entry 3:
Density functional theory data (the ωB97M-V functional and the def2-TZVPD basis) for 2 unconnected molecules or ions with the total composition C4H9NO at a distorted geometry.

```
15
Properties=species:S:1:pos:R:3:nbo_charge:R:1
C 0.422 -0.964 1.965 0.087
N 0.006 -1.214 0.784 -0.514
C -0.842 -0.332 0.016 0.167
C -1.816 -0.901 -0.694 -0.436
C -0.513 1.120 -0.050 -0.682
H 0.110 -1.633 2.798 0.148
H 1.284 -0.303 2.120 0.137
H -2.130 -1.884 -0.386 0.208
H -2.430 -0.445 -1.456 0.199
H 0.489 1.410 0.290 0.232
H -0.669 1.439 -1.077 0.234
H -1.102 1.634 0.712 0.218
O 2.303 0.915 -1.370 -0.943
H 2.025 0.009 -1.537 0.475
H 2.864 1.148 -2.117 0.471
```

Calculated values
orbital gap	0.2943	hartree
ΔE to the lowest compared entry with this formula, charge and spin	402.77	kJ/mol
HOMO energy	-7.975	eV
spin multiplicity	1
LUMO energy	0.03	eV
SMILES	C=NC(=C)C.O
total charge	0



Entry 4:
Density functional theory data (the ωB97M-V functional and the def2-TZVPD basis) for 2 unconnected molecules or ions with the total composition C4H9NO at a distorted geometry.

```
15
Properties=species:S:1:pos:R:3:nbo_charge:R:1
C -0.982 -2.581 0.419 -0.065
N -1.026 -1.537 -0.291 -0.396
C 0.217 -0.969 -0.629 -0.080
C 0.212 0.277 -1.107 -0.152
C 1.117 1.468 -0.961 -0.655
H -0.174 -2.882 1.090 0.147
H -1.927 -3.088 0.591 0.171
H 1.080 -1.557 -0.308 0.167
H -0.541 0.573 -1.838 0.204
H 1.509 1.737 -1.947 0.223
H 0.637 2.358 -0.561 0.229
H 1.978 1.243 -0.335 0.207
O -1.112 1.601 2.123 -0.918
H -0.459 2.319 2.162 0.456
H -0.529 1.037 1.592 0.463
```

Calculated values
orbital gap	0.3416	hartree
ΔE to the lowest compared entry with this formula, charge and spin	312.30	kJ/mol
HOMO energy	-8.719	eV
spin multiplicity	1
LUMO energy	0.58	eV
SMILES	C=N/C=C/C.O
total charge	0



Entry 5:
Density functional theory data (the ωB97M-V functional and the def2-TZVPD basis) for 2 unconnected molecules or ions with the total composition C4H9NO at a distorted geometry.

```
15
Properties=species:S:1:pos:R:3:nbo_charge:R:1
C 0.454 -1.127 0.179 -0.027
C -1.316 0.284 -1.073 -0.647
C -0.039 1.075 1.536 -0.551
C 0.110 -0.099 -0.724 0.389
N 1.618 -1.646 0.076 -0.704
O 0.994 0.710 -1.321 -0.664
H -0.300 -1.585 0.765 0.176
H -1.547 1.361 -0.877 0.218
H -1.567 0.174 -2.089 0.221
H -1.870 -0.285 -0.498 0.206
H 0.510 1.806 1.014 0.184
H -1.078 1.327 1.637 0.168
H 0.311 0.150 1.922 0.179
H 1.800 -2.422 0.649 0.343
H 1.920 0.278 -1.197 0.508
```

Calculated values
orbital gap (alpha / beta)	0.3093 / 0.2874	hartree
ΔE to the lowest compared entry with this formula, charge and spin	479.71	kJ/mol
HOMO energy (alpha / beta)	-8.256 / -7.370	eV
spin multiplicity	1
LUMO energy (alpha / beta)	0.16 / 0.45	eV
total charge	0



Entry 6:
Density functional theory data (the ωB97M-V functional and the def2-TZVPD basis) for 2 unconnected molecules or ions with the total composition C4H9NO at a distorted geometry.

```
15
Properties=species:S:1:pos:R:3:nbo_charge:R:1
C 0.260 1.412 2.282 -0.552
C -0.198 0.156 2.343 0.023
N -0.243 -0.723 1.293 -0.832
H 0.408 1.899 1.322 0.181
H 0.230 2.013 3.179 0.201
H -0.540 -0.179 3.317 0.188
H -0.259 -0.412 0.333 0.401
H -0.449 -1.702 1.392 0.385
C 0.414 -1.300 -2.464 -0.469
C 0.376 -0.006 -2.134 0.098
O -0.912 0.373 -1.659 -0.715
H 1.352 -1.810 -2.623 0.210
H -0.534 -1.763 -2.690 0.219
H 1.111 0.763 -1.945 0.189
H -1.017 1.279 -1.945 0.472
```

Calculated values
orbital gap	0.3158	hartree
ΔE to the lowest compared entry with this formula, charge and spin	271.65	kJ/mol
HOMO energy	-7.776	eV
spin multiplicity	1
LUMO energy	0.82	eV
SMILES	C=CN.C=CO
total charge	0



Entry 7:
Density functional theory data (the ωB97M-V functional and the def2-TZVPD basis) for a single C4H9NO molecule at a distorted geometry.

```
15
Properties=species:S:1:pos:R:3:nbo_charge:R:1
C -0.238 -1.081 -1.427 -0.610
C 0.704 -0.062 -0.790 -0.513
C 0.985 -0.298 0.679 -0.164
N -0.332 0.303 1.538 -0.672
C -0.929 1.437 1.035 0.520
O -0.430 2.160 0.239 -0.609
H -0.573 -0.754 -2.418 0.215
H 0.155 -2.104 -1.549 0.200
H -1.128 -1.171 -0.794 0.200
H 0.249 0.927 -0.599 0.288
H 1.533 0.271 -1.442 0.219
H 1.935 0.210 0.952 0.217
H 1.004 -1.332 1.016 0.199
H -0.974 -0.190 2.180 0.398
H -1.962 1.685 1.379 0.112
```

Calculated values
orbital gap	0.3756	hartree
ΔE to the lowest compared entry with this formula, charge and spin	197.47	kJ/mol
HOMO energy	-9.269	eV
spin multiplicity	1
LUMO energy	0.95	eV
SMILES	CCCNC=O
total charge	0



Entry 8:
Density functional theory data (the ωB97M-V functional and the def2-TZVPD basis) for a single C4H9NO molecule.

```
15
Properties=species:S:1:pos:R:3:nbo_charge:R:1
C 1.037 1.146 1.100 -0.620
C 1.102 0.178 -0.054 -0.068
N 0.579 -1.171 0.163 -0.622
C -0.062 -0.310 -0.836 -0.113
C -1.510 -0.007 -0.525 -0.073
O -2.254 -1.206 -0.486 -0.713
H 1.110 2.181 0.745 0.213
H 0.109 1.034 1.667 0.216
H 1.869 0.962 1.788 0.216
H 2.029 0.244 -0.627 0.191
H 1.169 -1.870 -0.278 0.358
H 0.127 -0.552 -1.882 0.196
H -1.952 0.614 -1.311 0.183
H -1.595 0.542 0.423 0.161
H -1.757 -1.785 0.113 0.474
```

Calculated values
orbital gap	0.3981	hartree
ΔE to the lowest compared entry with this formula, charge and spin	186.19	kJ/mol
HOMO energy	-9.770	eV
spin multiplicity	1
LUMO energy	1.06	eV
SMILES	C[C@H]1N[C@H]1CO
total charge	0



Entry 9:
Density functional theory data (the ωB97M-V functional and the def2-TZVPD basis) for a molecular structure, C4H9NO at a distorted geometry.

```
15
Properties=species:S:1:pos:R:3:nbo_charge:R:1
C 0.327 1.466 2.736 -0.403
C -0.371 1.344 1.613 -0.417
C 0.277 -1.085 -0.944 0.619
C -0.355 -1.817 -1.990 -0.701
H 1.132 0.792 3.203 0.206
H -0.177 2.121 3.492 0.183
H -0.269 0.596 0.805 0.226
H -1.108 1.890 1.271 0.170
H 0.944 1.059 -0.284 0.448
H -0.257 0.985 -1.678 0.404
H 0.432 -2.350 -2.542 0.257
H -0.637 -1.050 -2.879 0.203
H -1.139 -2.530 -1.738 0.256
N -0.021 0.235 -0.683 -0.878
O 1.223 -1.654 -0.383 -0.574
```

Calculated values
orbital gap	0.3456	hartree
ΔE to the lowest compared entry with this formula, charge and spin	578.76	kJ/mol
HOMO energy	-9.360	eV
spin multiplicity	1
LUMO energy	0.05	eV
total charge	0



Entry 10:
Density functional theory data (the ωB97M-V functional and the def2-TZVPD basis) for a molecular structure, C4H9NO at a distorted geometry.

```
15
Properties=species:S:1:pos:R:3:nbo_charge:R:1
C -0.807 -0.018 -0.890 0.108
C 1.729 0.876 1.011 -0.413
C -2.054 -0.462 -0.252 -0.677
N 1.173 -0.412 0.633 -0.651
C 0.583 -0.491 -0.721 0.209
O 0.038 -1.628 -1.180 -0.530
H 0.552 -0.789 1.342 0.361
H -0.901 0.923 -1.426 0.187
H 1.180 0.115 -1.448 0.144
H 0.960 1.647 1.150 0.158
H 2.415 1.222 0.231 0.196
H 2.301 0.774 1.936 0.206
H -1.867 -1.342 0.374 0.235
H -2.753 -0.769 -1.042 0.240
H -2.550 0.353 0.282 0.227
```

Calculated values
orbital gap	0.3199	hartree
ΔE to the lowest compared entry with this formula, charge and spin	400.42	kJ/mol
HOMO energy	-8.434	eV
spin multiplicity	1
LUMO energy	0.27	eV
total charge	0



Entry 11:
Density functional theory data (the ωB97M-V functional and the def2-TZVPD basis) for 2 unconnected molecules or ions with the total composition C4H9NO at a distorted geometry.

```
15
Properties=species:S:1:pos:R:3:nbo_charge:R:1
C -1.143 -1.204 2.899 -0.477
C 0.132 -0.976 2.446 0.016
N 0.549 -0.795 1.059 -0.882
H -1.761 -1.405 2.070 0.206
H -1.279 -1.082 3.920 0.214
H 1.064 -0.969 3.115 0.181
H -0.128 -0.509 0.292 0.383
H 0.677 -1.778 0.668 0.356
C 0.932 1.521 -2.432 -0.726
C -0.486 0.960 -2.253 0.431
O -1.095 1.051 -1.226 -0.541
H 1.700 0.722 -2.529 0.244
H 0.751 1.921 -3.477 0.228
H 1.083 2.192 -1.560 0.251
H -0.997 0.352 -2.991 0.115
```

Calculated values
orbital gap	0.3655	hartree
ΔE to the lowest compared entry with this formula, charge and spin	318.63	kJ/mol
HOMO energy	-8.984	eV
spin multiplicity	1
LUMO energy	0.96	eV
SMILES	C=CN.CC=O
total charge	0



Entry 12:
Density functional theory data (the ωB97M-V functional and the def2-TZVPD basis) for a single C4H9NO molecule.

```
15
Properties=species:S:1:pos:R:3:nbo_charge:R:1
C 0.149 1.828 0.672 -0.641
C 0.602 0.630 -0.169 0.087
O 1.589 -0.103 0.531 -0.724
C -0.533 -0.315 -0.546 -0.109
C -0.216 -1.723 -0.855 -0.262
N -0.760 -1.356 0.458 -0.629
H 0.993 2.083 1.316 0.230
H -0.100 2.707 0.068 0.209
H -0.711 1.589 1.309 0.206
H 1.083 0.986 -1.088 0.177
H 1.090 -0.642 1.170 0.482
H -1.406 0.129 -1.025 0.201
H 0.826 -2.028 -0.833 0.215
H -0.853 -2.270 -1.546 0.195
H -1.742 -1.602 0.532 0.363
```

Calculated values
orbital gap	0.3955	hartree
ΔE to the lowest compared entry with this formula, charge and spin	185.66	kJ/mol
HOMO energy	-9.716	eV
spin multiplicity	1
LUMO energy	1.05	eV
SMILES	C[C@@H](O)[C@H]1CN1
total charge	0



Entry 13:
Density functional theory data (the ωB97M-V functional and the def2-TZVPD basis) for 2 unconnected molecules or ions with the total composition C4H9NO.

```
15
Properties=species:S:1:pos:R:3:nbo_charge:R:1
C 2.344 -0.123 0.328 -0.639
C 1.041 0.047 -0.390 -0.395
C -0.052 -0.700 -0.060 0.503
O -0.309 -1.645 0.689 -0.711
N -1.298 -0.046 -0.666 -0.443
C -2.433 -0.262 -0.125 0.010
H 3.152 -0.493 -0.317 0.210
H 2.679 0.835 0.747 0.206
H 2.219 -0.829 1.154 0.232
H -0.382 1.752 0.978 0.014
H 0.946 0.842 -1.124 0.186
H -1.205 0.675 -1.375 0.416
H -3.310 0.303 -0.420 0.196
H -2.440 -1.009 0.665 0.245
H -0.999 2.097 1.221 -0.029
```

Calculated values
orbital gap (alpha / beta)	0.2612 / 0.2611	hartree
ΔE to the lowest compared entry with this formula, charge and spin	353.67	kJ/mol
HOMO energy (alpha / beta)	-7.351 / -7.349	eV
spin multiplicity	1
LUMO energy (alpha / beta)	-0.24 / -0.25	eV
total charge	0



Entry 14:
Density functional theory data (the ωB97M-V functional and the def2-TZVPD basis) for a single C4H9NO molecule.

```
15
Properties=species:S:1:pos:R:3:nbo_charge:R:1
C -1.649 0.713 0.311 -0.626
C -0.840 -0.133 -0.641 -0.069
N 0.377 0.435 -1.223 -0.630
C 0.482 -0.765 -0.394 -0.108
C 1.357 -0.607 0.841 -0.069
O 1.486 0.734 1.237 -0.723
H -2.281 0.084 0.946 0.213
H -1.006 1.323 0.948 0.234
H -2.309 1.372 -0.265 0.211
H -1.461 -0.705 -1.334 0.186
H 0.464 0.243 -2.215 0.363
H 0.636 -1.715 -0.908 0.195
H 2.342 -1.047 0.601 0.158
H 0.949 -1.174 1.685 0.180
H 1.452 1.242 0.409 0.486
```

Calculated values
orbital gap	0.3942	hartree
ΔE to the lowest compared entry with this formula, charge and spin	185.93	kJ/mol
HOMO energy	-9.734	eV
spin multiplicity	1
LUMO energy	0.99	eV
SMILES	C[C@H]1N[C@H]1CO
total charge	0



Entry 15:
Density functional theory data (the ωB97M-V functional and the def2-TZVPD basis) for a single C4H9NO molecule.

```
15
Properties=species:S:1:pos:R:3:nbo_charge:R:1
C -0.933 0.475 -1.041 -0.597
C 0.343 0.122 -0.265 -0.316
C 1.076 1.364 0.234 -0.599
C 0.004 -0.781 0.920 0.678
N -0.475 -2.019 0.602 -0.832
O 0.121 -0.426 2.080 -0.615
H -1.663 0.955 -0.380 0.214
H -1.407 -0.412 -1.476 0.205
H -0.705 1.170 -1.856 0.213
H 1.007 -0.442 -0.936 0.206
H 1.968 1.082 0.803 0.223
H 1.376 1.997 -0.610 0.203
H 0.433 1.943 0.905 0.221
H -0.475 -2.373 -0.339 0.391
H -0.669 -2.654 1.361 0.404
```

Calculated values
orbital gap	0.3900	hartree
ΔE to the lowest compared entry with this formula, charge and spin	2.54	kJ/mol
HOMO energy	-9.717	eV
spin multiplicity	1
LUMO energy	0.90	eV
SMILES	CC(C)C(N)=O
total charge	0



Entry 16:
Density functional theory data (the ωB97M-V functional and the def2-TZVPD basis) for a single C4H9NO molecule.

```
15
Properties=species:S:1:pos:R:3:nbo_charge:R:1
C 1.931 0.375 -0.308 -0.726
C 0.806 -0.540 0.099 0.588
O 0.979 -1.563 0.714 -0.548
C -0.596 -0.102 -0.336 -0.154
C -1.117 0.934 0.667 -0.606
N -1.537 -1.207 -0.396 -0.820
H 1.661 1.416 -0.156 0.225
H 2.126 0.228 -1.370 0.237
H 2.833 0.134 0.249 0.236
H -0.542 0.352 -1.332 0.197
H -1.088 0.523 1.674 0.210
H -0.523 1.843 0.639 0.207
H -2.147 1.173 0.420 0.229
H -1.561 -1.670 0.508 0.365
H -1.225 -1.897 -1.071 0.360
```

Calculated values
orbital gap	0.3744	hartree
ΔE to the lowest compared entry with this formula, charge and spin	73.47	kJ/mol
HOMO energy	-9.235	eV
spin multiplicity	1
LUMO energy	0.95	eV
SMILES	CC(=O)[C@H](C)N
total charge	0